Computed, not measured: a cluster of 2 separate species, C34H36NS2Si in total at a distorted geometry, with the ωB97M-V functional and the def2-TZVPD basis.

CARTESIAN COORDINATES (ANGSTROEM)
C 1.044 0.530 1.614
C -0.027 -0.342 1.785
C -0.874 -0.649 0.722
C -0.638 -0.092 -0.539
Si -1.870 -0.435 -1.873
C -1.050 -0.191 -3.523
C -0.655 -1.343 -4.233
C 0.039 -1.220 -5.442
C 0.329 0.044 -5.961
C -0.063 1.192 -5.262
C -0.735 1.072 -4.041
C -2.594 -2.130 -1.649
C -1.704 -3.187 -1.400
C -2.186 -4.488 -1.210
C -3.563 -4.737 -1.254
C -4.453 -3.688 -1.504
C -3.975 -2.386 -1.711
C -3.374 0.732 -1.584
C -4.111 0.904 -2.929
C -4.036 2.392 -3.258
C -3.259 3.076 -2.114
N -3.018 2.050 -1.127
C -2.415 2.395 0.069
C -1.857 3.654 0.240
C -0.910 4.238 1.155
C -0.403 5.508 0.808
C 0.489 6.175 1.653
C 0.883 5.578 2.866
C 0.416 4.304 3.157
C -0.487 3.631 2.348
C 0.473 0.743 -0.733
C 1.281 1.089 0.355
H 1.723 0.772 2.436
H -0.253 -0.798 2.753
H -1.728 -1.310 0.888
H -0.893 -2.333 -3.833
H 0.351 -2.127 -5.973
H 0.867 0.133 -6.902
H 0.158 2.178 -5.659
H -1.009 1.976 -3.492
H -0.630 -2.991 -1.350
H -1.482 -5.295 -1.029
H -3.941 -5.746 -1.098
H -5.529 -3.871 -1.544
H -4.679 -1.572 -1.908
H -3.957 0.174 -0.847
H -3.682 0.291 -3.737
H -5.139 0.540 -2.834
H -3.531 2.580 -4.213
H -5.040 2.824 -3.332
H -2.299 3.494 -2.506
H -3.854 3.895 -1.667
H -2.360 1.653 0.878
H -2.096 4.395 -0.541
H -0.725 5.961 -0.129
H 0.866 7.154 1.370
H 1.538 6.092 3.571
H 0.735 3.847 4.112
H -0.896 2.652 2.599
H 0.689 1.139 -1.728
H 2.106 1.791 0.213
C 1.352 0.773 7.274
C 0.573 -0.216 6.419
S 0.400 0.288 4.691
C -0.271 1.828 4.735
S 0.272 2.953 5.877
C 0.616 2.105 7.405
H 1.446 0.348 8.281
H 2.351 0.943 6.840
H 1.059 -1.196 6.342
H -0.467 -0.353 6.735
H -1.207 1.993 4.215
H -0.399 2.020 7.823
H 1.177 2.854 7.989

Output
Net charge: +1
HOMO energy: -8.82 eV
Energy above the lowest of the compared OMol25 structures with the same formula, charge and spin: 130.0 kJ/mol
Frontier orbital gap: 2.70 eV